1.
C22H33Cl2MgN4O3 as an isolated structure in a non-equilibrium geometry. Source: the OMol25 dataset; level of theory: the ωB97M-V functional and the def2-TZVPD basis.

```
65
Properties=species:S:1:pos:R:3:forces:R:3:lowdin_charge:R:1
O -0.8109 2.8636 -2.2293 1.7617 -0.8820 -1.0654 -0.013
C 0.2717 2.4072 -2.6037 0.7690 -0.0276 0.7313 -0.162
C 0.5321 1.4496 -3.7587 -0.0142 -0.6919 0.8634 -0.170
C -0.0727 0.1765 -3.7318 -0.9886 0.4106 -0.4073 -0.043
H -0.4467 -0.2733 -2.7950 -0.0464 0.4472 -0.4441 0.063
C -0.2526 -0.4847 -4.9483 0.4805 0.0068 -0.4904 -0.077
H -0.8359 -1.4009 -5.0174 0.1621 0.1216 0.2379 0.105
C 0.3347 0.0213 -6.1170 0.4765 0.1893 0.0497 -0.102
H 0.1866 -0.4337 -7.1031 -0.0989 0.0241 0.5219 0.096
C 1.2691 1.0625 -6.0159 0.3044 0.0088 0.4079 -0.104
H 1.8838 1.3683 -6.8657 -0.2141 -0.2543 0.1915 0.096
C 1.4521 1.7207 -4.7946 -0.9898 0.2940 0.2999 -0.043
H 2.2542 2.4388 -4.5973 -0.4875 0.1151 -0.4621 0.113
H 1.2227 2.6599 -2.0471 -0.6667 0.1977 -0.2760 0.130
C 3.0708 1.0244 0.2683 1.0402 -0.7532 0.3556 -0.221
C 2.6249 -0.3489 -0.0337 -3.8856 1.6445 -2.8506 -0.616
H 3.8172 1.2838 -0.4839 0.4476 0.5149 -0.0303 0.055
H 3.5011 1.1202 1.2567 0.0902 0.4689 0.6032 0.042
H 2.2090 1.6818 0.1296 0.2743 0.6101 0.2770 0.022
C 2.7439 -1.0370 -1.1809 1.1935 0.2780 -0.3443 -0.361
C 4.1033 -1.6492 -1.4386 0.0996 0.4178 -0.1608 -0.169
H 1.9537 -1.1239 -1.9671 0.2828 -0.8905 0.9333 0.039
H 4.4549 -1.5026 -2.4647 0.2546 -0.1960 -0.2370 0.031
H 4.0729 -2.7240 -1.2154 0.2257 0.0065 -0.0678 0.047
H 4.8072 -1.1725 -0.7179 -0.1740 -0.3689 -0.5049 0.068
Mg 0.6884 -0.7663 0.8693 -0.5877 -0.3677 -0.2523 0.053
Cl -0.5311 -1.9478 -0.6960 -0.5422 -0.2661 -0.8351 0.053
Cl 2.5007 -1.6047 1.8578 1.3850 -1.5283 2.5514 0.184
H -4.3106 1.1207 -2.7605 0.1419 -0.0949 0.0126 0.084
H -4.7805 -0.9674 -1.3357 -0.0475 0.1365 0.1058 0.078
C -3.2700 0.7921 -2.6117 -0.0052 0.1605 0.1984 -0.064
C -3.7491 -0.9963 -0.9695 0.0688 -0.1242 -0.0168 -0.087
N -3.0916 0.2627 -1.2683 -0.1287 -0.0041 0.0999 -0.182
H -2.6024 1.6489 -2.7530 -0.1867 -0.2622 -0.0542 0.063
C -2.3907 0.9257 -0.3157 -0.2289 0.0232 -0.7227 -0.353
O -2.2105 0.5467 0.8291 -0.1961 0.1775 0.0784 -0.027
H -3.7299 -1.1594 0.1100 0.0454 -0.0180 -0.2040 0.084
H -1.9939 1.8894 -0.7078 -0.1094 -0.3863 0.2235 0.114
H -3.0432 0.0257 -3.3669 0.0463 0.1670 0.2507 0.085
H -3.2419 -1.8316 -1.4649 0.0837 0.1630 0.1644 0.050
H 0.6631 2.7894 4.7962 0.0207 -0.0682 -0.1175 0.090
H -0.7922 4.5619 3.3984 0.1999 -0.0483 -0.4154 0.091
C 1.2478 2.7214 3.8698 -0.1256 0.0569 0.0694 -0.024
C -0.1435 4.3106 2.5385 0.2242 -0.3951 -0.1072 -0.041
N 0.4018 2.9657 2.7045 0.0492 0.5180 0.5281 -0.171
H 1.7036 1.7297 3.8010 -0.1535 0.2250 -0.0976 0.098
C 0.0548 1.9552 1.9133 0.8243 -2.0851 0.1688 -0.258
O 0.3560 0.7660 2.1846 -0.5679 2.0472 -0.4381 -0.096
H -0.7232 4.3260 1.6024 0.1837 0.1757 0.3969 0.093
H -0.4428 2.2125 0.9750 -0.1914 0.1152 0.1679 0.130
H 2.0262 3.4897 3.9119 -0.0494 -0.0969 -0.0839 0.088
H 0.6871 5.0350 2.4892 -0.3747 -0.1700 -0.0469 0.089
N -1.4187 -4.6046 5.5329 -0.3705 -0.8287 0.7192 0.092
C -1.2519 -3.8093 4.4459 0.4062 0.6902 -0.8412 -0.341
C -1.5770 -2.4375 4.4734 0.3403 -0.2182 -0.3337 -0.022
C -1.1760 -1.6351 3.4051 -0.1301 -0.8559 0.1813 -0.125
N -0.5394 -2.1285 2.3446 -0.0865 0.4930 -0.0382 -0.044
C -0.3331 -3.4459 2.2542 -0.1445 0.0283 0.4605 -0.172
C -0.6825 -4.3299 3.2663 -0.1109 0.5299 0.0177 -0.016
H -1.7617 -4.2230 6.4010 0.1391 -0.1838 -0.2669 0.092
H -1.1125 -5.5718 5.5078 -0.1890 0.5985 0.0809 0.098
H -2.0758 -1.9989 5.3292 0.0356 -0.0313 0.0529 0.093
H -1.3740 -0.5648 3.4037 0.0981 -0.1915 -0.0325 0.104
H 0.1584 -3.7873 1.3443 -0.1134 0.1023 0.1776 0.086
H -0.4851 -5.3932 3.1629 0.0506 0.1252 0.0662 0.101
```
Forces are in eV/Å.

Calculated values
Molecular weight in g mol⁻¹: 496.74
Total charge: -1
Gap between HOMO and LUMO (alpha / beta) in eV: 3.58 / 3.58
Highest occupied orbital energy (alpha / beta) in eV: -1.1 / -1.1

2.
The molecule C8H15N in a non-equilibrium geometry. Source: the OMol25 dataset; level of theory: the ωB97M-V functional and the def2-TZVPD basis.

```
24
Properties=species:S:1:pos:R:3:forces:R:3:lowdin_charge:R:1
C -0.9395 -1.9515 -1.5455 0.8042 -0.8898 1.3484 -0.030
C 0.1230 0.7913 -1.5153 -1.7933 0.9229 -0.1375 -0.016
C -0.6561 0.8208 -0.2103 1.3073 -0.9792 4.2982 -0.370
C 0.3426 -0.3375 -0.5100 2.8050 3.0970 -0.7793 -0.452
C -0.3520 1.8401 0.9781 4.9957 -1.2503 -3.8430 -0.028
C -2.0410 0.3058 0.2138 1.0117 -1.2875 -1.2773 -0.048
C 1.7575 -0.8544 1.4560 -2.1362 1.1517 1.5590 -0.103
C 1.7900 -0.3402 0.0236 -2.4683 -1.9422 1.3286 -0.179
N -0.1357 -1.6431 -0.6125 -0.7390 0.7203 -1.0459 0.070
H -1.2658 -2.9127 -1.3516 -1.0485 -2.2641 -0.3999 0.049
H -1.3645 -1.5153 -2.4238 0.2128 1.2803 -0.3837 0.081
H -0.5138 0.6168 -2.3755 0.1712 -0.0698 -0.2631 0.086
H 0.8253 1.6617 -1.6647 -0.5007 -1.4327 0.3227 0.130
H -0.3154 1.4589 1.9481 -0.4786 -0.9589 1.4243 0.053
H -0.9977 2.6079 0.8300 -1.9956 2.4453 0.0550 0.030
H 0.7144 2.2563 0.7906 -1.5620 -0.3738 0.3929 0.108
H -2.0292 -0.2737 1.2029 0.3601 0.6782 -1.5385 0.117
H -2.3162 -0.3532 -0.6376 -1.1432 0.5598 1.0025 0.063
H -2.5943 1.1977 0.3867 -1.3161 0.3150 -0.3203 0.058
H 2.0217 -0.1158 2.2412 0.1611 -0.0787 -0.6804 0.074
H 2.4597 -1.6083 1.4785 1.2388 -2.0119 0.8379 0.030
H 0.7248 -1.2037 1.8308 1.5781 0.1018 -1.0047 0.103
H 2.4322 -0.9720 -0.5605 -0.1454 -0.7797 -0.5985 0.106
H 2.3300 0.5240 0.0271 0.6809 3.0462 -0.2974 0.068
```
Forces are in eV/Å.

Calculated values
SMILES: C=N[C@@]1(CC)CC1(C)C
Molecular weight in g mol⁻¹: 125.21
Total charge: 0
Gap between HOMO and LUMO in eV: 9.95
Highest occupied orbital energy in eV: -9.0

3.
C24H32IN3Zr as an isolated structure in a non-equilibrium geometry. Source: the OMol25 dataset; level of theory: the ωB97M-V functional and the def2-TZVPD basis.

```
61
Properties=species:S:1:pos:R:3:forces:R:3:lowdin_charge:R:1
C 0.0824 -2.2365 1.5352 0.3313 -0.8967 -0.0205 -0.624
C -3.1175 1.1140 -0.3930 -0.5647 -0.1080 0.6635 -0.257
H -1.0235 -2.2242 1.5437 0.0266 -0.1889 0.1774 -0.016
H 0.5299 -1.8105 0.6313 -0.1616 -0.2526 0.3693 -0.051
H 0.4766 -1.7404 2.4203 -0.1562 -0.0005 -0.1041 0.011
H -3.6412 0.7822 -1.3006 0.1156 -0.0997 0.0705 0.034
H -3.7881 0.8872 0.4612 -0.1448 0.0488 0.0176 0.026
H -3.0558 2.2075 -0.4469 0.0962 -0.2256 0.0325 0.036
C -1.3150 -3.1370 -1.2849 0.4420 0.5108 -0.3873 -0.119
C -0.7813 -4.0025 -2.2307 -0.2543 -0.0980 0.0865 -0.011
C -0.6062 -3.5579 -3.5415 -0.1207 0.1584 0.2746 0.021
C -0.9152 -2.2338 -3.8405 -0.1207 0.7740 0.2522 0.035
H -1.6384 -3.4841 -0.3015 0.3524 0.0299 -0.2651 0.092
H -0.5163 -5.0104 -1.9258 -0.2539 0.0759 -0.1515 0.126
H -0.2294 -4.2263 -4.3163 -0.1428 0.1706 0.2259 0.140
H -0.8450 -1.8303 -4.8492 0.1571 -0.3351 0.2113 0.127
N -1.4071 -1.8022 -1.5228 -0.3356 -0.0638 -0.8358 -0.043
C -1.2251 -1.3364 -2.8092 0.2554 -1.4018 0.3946 -0.189
C -1.1670 0.1218 -2.9943 0.3752 1.8811 0.3774 -0.207
N -0.9845 0.8449 -1.8492 -0.0805 -0.1374 -0.8832 -0.089
C -0.6901 2.1721 -1.8913 -0.6798 -0.8793 -0.3577 -0.101
C -0.8517 2.1474 -4.2911 -0.0555 -0.1184 0.2891 0.012
C -0.6080 2.8471 -3.1046 0.0121 -0.0546 0.1791 0.003
H -0.6014 2.6797 -0.9228 0.1569 -0.2337 -0.5404 0.128
H -0.3911 3.9170 -3.0990 -0.0192 -0.3854 -0.0944 0.134
C -1.1451 0.7838 -4.2317 -0.0585 -0.4938 0.3262 0.036
H -1.3798 0.2007 -5.1203 0.1980 0.3491 0.0457 0.127
H -0.8128 2.6687 -5.2489 -0.0654 -0.2156 0.2758 0.136
Zr -1.4516 -0.2010 0.1031 2.7337 1.0672 -1.0447 1.780
I 0.7253 -4.3177 1.6018 -0.3665 0.7696 -0.0026 0.838
C 1.9542 0.2543 5.0118 0.2804 0.0819 0.1172 -0.017
C 1.0253 0.6530 3.9034 0.1827 0.4525 -0.4230 -0.231
C -0.3259 0.9198 4.1764 -0.6582 -0.0678 0.2489 0.001
C -1.2294 1.2963 3.1928 0.0937 -0.1020 0.4708 -0.259
C -2.6407 1.6538 3.5510 -0.3173 0.3531 0.2338 -0.032
C -0.7879 1.3025 1.8491 0.0490 -0.3160 -0.2523 -0.169
C 0.5496 0.8661 1.5519 0.3467 -0.5469 -1.2370 -0.327
C 1.4852 0.7546 2.5914 0.0039 -0.4153 0.4532 0.000
N 0.7127 0.3717 0.2517 -1.8357 1.0947 0.6854 -0.101
C 2.0610 0.2510 -0.3776 -0.4017 0.0169 0.1873 -0.609
C 2.7877 1.5820 -0.2199 0.2643 0.0981 -0.2239 -0.016
C 2.8767 -0.8854 0.2332 0.3920 -0.2154 0.1535 -0.033
C 1.9106 -0.0651 -1.8555 0.1255 0.1303 -0.4079 -0.033
H 2.0137 1.0366 5.7786 -0.0610 -0.1277 -0.1500 0.104
H 1.6065 -0.6590 5.5140 -0.0077 0.2233 -0.1620 0.101
H 2.9657 0.0700 4.6347 -0.2069 0.0435 0.0965 0.089
H -0.6591 0.8784 5.2187 0.0456 0.0135 -0.3861 0.141
H -3.2735 0.7578 3.6532 0.2173 0.2064 -0.0209 0.097
H -2.6642 2.1768 4.5185 -0.0631 -0.1997 -0.3281 0.101
H -3.1074 2.3099 2.8045 0.1398 -0.1517 0.1413 0.086
H -1.3524 1.8398 1.0431 0.4002 0.0721 0.9716 0.076
H 2.5457 0.6322 2.3722 -0.5125 -0.1288 0.2293 0.107
H 2.9499 1.8389 0.8308 0.0203 0.0903 -0.3256 0.079
H 3.7659 1.5072 -0.7142 -0.2096 0.1354 0.1713 0.105
H 2.2176 2.3837 -0.7060 0.1262 -0.0929 0.1475 0.091
H 2.4837 -1.8688 -0.0563 0.1504 0.1452 -0.0106 0.070
H 3.9051 -0.7978 -0.1521 -0.3166 -0.2143 0.1861 0.111
H 2.9146 -0.8468 1.3250 0.1003 -0.1381 -0.3205 0.073
H 1.4018 -1.0251 -2.0166 0.0640 0.1133 0.0420 0.081
H 1.3701 0.7252 -2.3824 0.2142 -0.1343 0.0088 0.068
H 2.9110 -0.1362 -2.3060 -0.2981 -0.0663 0.1216 0.112
```
Forces are in eV/Å.

Calculated values
Molecular weight in g mol⁻¹: 580.67
Total charge: +2
Gap between HOMO and LUMO in eV: 6.05
Highest occupied orbital energy in eV: -13.6

4.
C18H36FI2InO3P as an isolated structure in a non-equilibrium geometry. Source: the OMol25 dataset; level of theory: the ωB97M-V functional and the def2-TZVPD basis.

```
62
Properties=species:S:1:pos:R:3:forces:R:3:lowdin_charge:R:1
C -0.1843 4.7066 -1.0093 -0.2012 0.7042 -0.4841 -0.127
O 0.1670 5.0685 0.3727 -0.6080 -2.2676 -0.8140 -0.262
C 0.4169 3.8847 1.2144 1.1000 0.4247 1.5971 -0.224
C -0.5946 3.9535 2.5030 0.0057 1.1180 0.0368 -0.178
C -2.1336 3.4727 2.2063 -0.1757 -0.8660 0.4000 -0.210
C -2.3046 2.4027 0.9764 -1.4190 -0.6056 0.3700 -0.221
C -3.6806 1.5092 1.2999 -0.2002 1.0709 -1.1242 -0.218
C -3.7931 0.1429 0.3974 -1.7330 -0.3716 0.7835 -0.211
C -3.6185 -1.1906 1.3657 0.4164 -0.4804 -0.9682 -0.210
C -2.2087 -1.9469 0.9528 -0.6584 -0.3825 0.7122 -0.216
C -1.4124 -2.5657 2.2693 0.3646 0.2098 -1.4090 -0.212
C 0.1252 -3.0100 1.7845 -1.0450 1.0421 0.8467 -0.216
C 1.0203 -1.6263 1.8018 0.8123 -0.8269 0.7111 -0.314
C 2.5325 -1.9090 1.2246 -0.4136 0.2631 0.8154 -0.308
In 2.6971 -1.6467 -1.0480 -0.1956 -0.2361 1.0498 0.505
C 3.7309 -3.5029 -1.8307 1.7674 -0.1937 0.2043 -0.211
C 5.1757 -3.6186 -1.0486 2.2675 -6.6791 1.0007 -0.272
O 5.7242 -4.8259 -0.7651 -3.3213 8.5308 -1.5274 -0.069
F 5.9307 -2.4303 -0.5850 -2.2026 -2.8588 -1.3879 -0.083
P 4.2056 0.4152 -1.4389 -1.1425 1.2954 -3.5303 0.532
O 3.7857 1.1419 -2.8102 1.1177 -1.4862 3.0516 -0.708
C 0.6738 -1.2772 -2.0223 -0.4801 -1.4381 -0.7794 -0.841
I 0.2257 0.8514 -1.7607 0.0760 -0.4671 0.3081 0.840
C 0.6157 -1.6385 -3.6273 -0.5852 2.1777 0.1180 -0.803
C -0.4312 -0.6646 -4.4837 0.0544 -1.2907 -1.4457 -0.305
I -0.2673 -3.6843 -3.7429 0.7324 0.7938 0.0036 0.678
H -0.9339 5.5275 -1.4164 1.5899 -1.5870 0.8715 0.101
H -0.7478 3.6812 -1.0610 1.3070 1.8472 0.0179 0.028
H 0.8003 4.7469 -1.6520 -2.0315 -0.4215 1.0424 0.109
H 0.4261 2.8640 0.6412 -0.3216 2.0328 0.9363 0.072
H 1.5192 4.0214 1.6508 -2.2639 -0.3423 -0.9145 0.132
H -0.1049 3.4228 3.4532 -1.1757 0.7931 -2.2586 0.118
H -0.6616 5.1051 2.8111 0.3558 -2.4333 -0.7249 0.116
H -2.8991 4.3545 2.0303 1.8204 -1.5969 0.3123 0.117
H -2.5089 2.9243 3.1971 0.7451 1.1567 -2.1283 0.105
H -2.5367 2.9331 -0.0644 0.7928 -1.0568 2.2675 0.115
H -1.4147 1.6555 0.8362 -1.5592 1.5685 0.4014 0.062
H -3.8163 1.2951 2.4483 0.4807 0.2628 -2.2939 0.097
H -4.5779 2.2335 0.9925 1.7816 -1.5639 0.7685 0.111
H -4.9078 0.0759 -0.0240 2.3763 0.3041 0.7945 0.104
H -3.0931 0.1138 -0.5439 -1.1055 0.1548 2.0333 0.097
H -4.5230 -1.9416 1.1825 1.9089 1.6214 0.4327 0.107
H -3.6231 -0.9157 2.5033 0.0655 -0.3467 -2.1736 0.097
H -1.5488 -1.1627 0.3812 -1.0544 -1.6309 1.1814 0.072
H -2.4944 -2.8264 0.2203 0.8095 1.7489 1.3252 0.118
H -2.0017 -3.4794 2.7291 1.0996 1.9270 -0.9047 0.109
H -1.3092 -1.6909 3.0437 -0.2280 -1.8036 -1.2658 0.104
H 0.0908 -3.5084 0.7230 0.0980 0.9399 1.9900 0.111
H 0.5075 -3.7827 2.5848 -0.3748 1.5406 -1.7243 0.110
H 0.5014 -0.7456 1.2272 0.8155 -1.7505 1.0467 0.073
H 1.1169 -1.3116 2.9470 -0.4034 -0.5582 -2.3203 0.108
H 3.2935 -1.1525 1.7390 -1.4899 -1.7852 -0.9829 0.047
H 2.8120 -3.0213 1.4587 -0.3026 2.1002 -0.1261 0.041
H 3.9457 -3.3747 -2.9817 -0.2743 -0.4549 2.3237 0.066
H 3.1223 -4.4817 -1.5802 1.6571 1.9012 -0.6688 0.070
H 4.0895 1.3435 -0.3198 0.5720 -0.5443 -0.4296 -0.064
H 5.6096 -0.0111 -1.5110 -0.8057 0.6264 0.5261 -0.062
H -0.1372 -1.8778 -1.4116 1.3834 1.4351 -1.4631 -0.014
H 1.6755 -1.5823 -4.1619 -2.3280 -0.4602 1.2738 0.102
H 0.0660 0.3378 -4.8451 -0.9665 -1.9489 1.1248 0.068
H -1.4595 -0.5052 -3.9453 2.2024 -0.2167 -0.8481 0.062
H -0.6750 -1.2761 -5.4785 0.4900 1.3607 2.0186 0.053
```
Forces are in eV/Å.

Calculated values
Molecular weight in g mol⁻¹: 719.08
Total charge: -1
Gap between HOMO and LUMO in eV: 7.19
Highest occupied orbital energy in eV: -5.0